(1)
Formula: C6H14O
Source: the Open Molecules 2025 dataset
Level of theory: ωB97M-V/def2-TZVPD

```
21
Properties=species:S:1:pos:R:3:forces:R:3:nbo_charge:R:1
C 1.0655 0.6818 -1.4628 -0.1 0.2 0.0 -0.609
C 0.8261 0.1576 -0.0437 0.4 0.1 -0.3 -0.238
C 1.7081 -1.0861 0.1646 -0.1 0.0 0.3 -0.598
C -0.6741 -0.1038 0.3341 -0.2 0.1 0.4 0.248
C -1.7384 0.6147 -0.5129 0.0 0.3 -0.4 -0.644
C -0.8875 0.2880 1.8073 0.0 -0.3 0.1 -0.616
O -0.9631 -1.5056 0.2518 0.2 -0.3 -0.4 -0.727
H 2.1386 0.7734 -1.6666 -0.1 -0.1 0.1 0.213
H 0.6363 1.6820 -1.5851 0.0 -0.2 -0.1 0.209
H 0.6385 0.0153 -2.2186 0.0 0.1 0.0 0.195
H 1.2130 0.9391 0.6244 -0.2 -0.1 0.0 0.200
H 1.5159 -1.5631 1.1307 0.0 0.0 -0.2 0.219
H 2.7690 -0.8149 0.1359 -0.2 0.1 -0.1 0.206
H 1.5391 -1.8281 -0.6250 0.0 0.1 0.2 0.196
H -1.4244 0.7926 -1.5434 0.1 0.0 0.1 0.209
H -2.0228 1.5811 -0.0849 0.1 -0.1 -0.1 0.213
H -2.6455 0.0017 -0.5920 0.2 0.1 0.4 0.227
H -0.2393 -0.2924 2.4724 0.0 0.1 -0.2 0.215
H -1.9183 0.0925 2.1231 0.1 0.0 -0.2 0.216
H -0.6798 1.3530 1.9675 0.0 -0.2 -0.2 0.207
H -0.8569 -1.7790 -0.6770 -0.1 0.1 0.5 0.461
```
Forces are in eV/Å.

* SMILES string: CC(C)C(C)(C)O
* total charge: 0
* gap between HOMO and LUMO: 11.01 eV
* E_HOMO: -0.37174 Ha
* multiplicity: 1


(2)
Formula: C6H14O
Source: the Open Molecules 2025 dataset
Level of theory: ωB97M-V/def2-TZVPD

```
21
Properties=species:S:1:pos:R:3:forces:R:3:nbo_charge:R:1
C -1.2181 -1.2239 -0.8430 0.0 0.0 -0.1 -0.620
C -1.8986 -0.4180 0.2594 -0.2 -0.1 0.1 -0.394
C -1.4376 1.0240 0.4775 0.0 0.0 -0.1 -0.387
C -0.0407 1.2530 1.0605 0.0 0.0 0.1 -0.424
C 1.1242 0.8713 0.1568 -0.2 0.3 -0.1 -0.064
O 1.4967 -0.4651 0.4088 0.3 0.1 0.3 -0.544
C 2.4710 -0.8981 -0.5030 0.2 -0.2 -0.3 -0.253
H -1.7399 -2.1770 -0.9702 0.1 0.1 0.0 0.207
H -0.1828 -1.4406 -0.5867 -0.1 0.0 -0.1 0.222
H -1.2413 -0.7029 -1.8075 0.0 0.0 0.1 0.194
H -2.9671 -0.3710 0.0298 0.0 0.0 0.0 0.197
H -1.8195 -0.9758 1.2001 0.0 0.1 0.0 0.196
H -1.5004 1.5656 -0.4769 0.0 -0.1 0.1 0.189
H -2.1738 1.5059 1.1368 0.2 -0.1 -0.1 0.206
H 0.0929 0.7051 1.9975 -0.1 0.0 0.0 0.214
H 0.0380 2.3146 1.3149 0.1 -0.1 -0.1 0.208
H 0.8256 0.9702 -0.8988 0.0 0.0 0.0 0.160
H 1.9889 1.5447 0.3116 -0.2 -0.2 0.0 0.168
H 2.0650 -0.8722 -1.5220 0.1 0.0 -0.1 0.164
H 2.7329 -1.9312 -0.2673 0.0 0.1 0.1 0.195
H 3.3847 -0.2784 -0.4782 -0.2 -0.1 0.1 0.168
```
Forces are in eV/Å.

* SMILES string: CCCCCOC
* total charge: 0
* gap between HOMO and LUMO: 10.98 eV
* E_HOMO: -0.36157 Ha
* multiplicity: 1


(3)
Formula: C6H14O
Source: the Open Molecules 2025 dataset
Level of theory: ωB97M-V/def2-TZVPD

```
21
Properties=species:S:1:pos:R:3:forces:R:3:nbo_charge:R:1
C 0.6729 1.7576 -2.8980 0.0 0.1 0.0 -0.609
C 0.1110 0.5673 -2.1090 -0.1 0.0 0.0 -0.394
C 0.5500 0.5328 -0.6443 0.0 0.0 0.0 -0.384
C -0.1743 -0.5467 0.1594 0.0 0.0 0.0 -0.391
C 0.0872 -0.4685 1.6618 0.0 0.0 0.0 -0.411
C -0.8134 -1.4019 2.4511 0.0 0.0 -0.5 -0.050
O -0.5289 -1.2361 3.8272 -0.1 -0.2 0.2 -0.720
H -0.0557 2.1338 -3.6219 0.1 -0.1 0.0 0.209
H 1.5778 1.4925 -3.4517 -0.1 0.0 0.1 0.206
H 0.9284 2.5921 -2.2351 -0.1 -0.1 -0.1 0.203
H -0.9857 0.5964 -2.1322 0.1 0.0 0.0 0.192
H 0.3958 -0.3733 -2.5986 -0.1 0.1 0.1 0.197
H 1.6380 0.3909 -0.5750 -0.1 0.0 0.0 0.197
H 0.3379 1.5122 -0.1914 0.0 -0.1 -0.1 0.192
H 0.1040 -1.5412 -0.2186 0.0 0.1 0.1 0.196
H -1.2552 -0.4445 -0.0205 0.1 0.0 0.0 0.191
H 1.1336 -0.7079 1.8886 -0.1 0.0 0.0 0.205
H -0.0871 0.5547 2.0196 0.0 -0.1 -0.1 0.203
H -1.8668 -1.1603 2.2312 0.2 0.0 0.1 0.151
H -0.6443 -2.4439 2.1312 0.0 0.2 0.1 0.152
H -1.1252 -1.8060 4.3263 0.1 0.1 0.0 0.467
```
Forces are in eV/Å.

* SMILES string: CCCCCCO
* total charge: 0
* gap between HOMO and LUMO: 11.31 eV
* E_HOMO: -0.37845 Ha
* multiplicity: 1


(4)
Formula: C6H14O
Source: the Open Molecules 2025 dataset
Level of theory: ωB97M-V/def2-TZVPD

```
21
Properties=species:S:1:pos:R:3:forces:R:3:nbo_charge:R:1
C 2.0988 -1.8810 -1.2269 2.2 1.9 1.7 -0.616
C 1.9867 -0.3334 -0.6086 -0.5 -4.2 3.2 -0.371
C 0.5111 0.1436 -0.4098 -0.1 -0.3 -2.2 -0.427
C -0.2990 -0.1904 0.8129 1.8 -3.2 3.2 -0.420
C -1.2592 0.7125 1.5452 -1.4 0.6 -2.2 -0.409
C -2.0669 1.4741 0.4644 2.4 6.4 -1.1 -0.109
O -2.5094 1.3003 -0.9121 -0.6 -4.9 1.9 -0.688
H 1.3308 -2.0730 -1.9055 -1.0 0.2 -1.8 0.196
H 1.8912 -2.6850 -0.4848 0.8 0.7 0.0 0.204
H 3.1582 -1.9480 -1.7102 -2.0 -0.3 0.9 0.209
H 2.4608 -0.4221 0.4664 -0.6 0.4 -2.0 0.187
H 2.6225 0.2623 -1.2053 0.2 1.0 -0.6 0.206
H -0.0662 -0.3988 -1.2006 0.5 1.3 -0.2 0.209
H 0.5678 1.2182 -0.5656 -0.6 0.1 -0.3 0.217
H 0.4504 -0.5065 1.5729 -0.1 0.2 0.0 0.204
H -0.8547 -1.1902 0.7868 0.7 1.2 -0.9 0.198
H -0.8591 1.5734 2.1900 -0.5 -1.6 -0.7 0.229
H -1.9828 0.0351 2.0376 0.6 0.6 0.5 0.205
H -2.8018 2.0715 0.9034 -2.1 0.1 1.3 0.170
H -1.4498 2.4565 0.2273 -0.1 -1.9 0.6 0.156
H -2.9293 0.3810 -0.7775 0.4 1.9 -1.4 0.452
```
Forces are in eV/Å.

* SMILES string: CCCCCCO
* total charge: 0
* gap between HOMO and LUMO: 10.64 eV
* E_HOMO: -0.36155 Ha
* multiplicity: 1


(5)
Formula: C6H14O
Source: the Open Molecules 2025 dataset
Level of theory: ωB97M-V/def2-TZVPD

```
21
Properties=species:S:1:pos:R:3:forces:R:3:nbo_charge:R:1
C 2.5479 -1.2756 -0.3719 0.3 -0.1 0.0 -0.241
O 1.1832 -1.0451 -0.5997 -0.1 -0.1 0.0 -0.551
C 0.7919 0.2851 -0.3438 -0.1 0.2 0.0 -0.052
C -0.6797 0.3252 0.0760 0.0 0.0 0.0 -0.081
C -1.0633 1.7874 0.3236 0.0 0.1 0.0 -0.604
C -1.5565 -0.2711 -1.0296 0.0 0.0 -0.1 -0.607
C -0.8430 -0.4921 1.3617 0.0 0.0 0.1 -0.608
H 2.8005 -1.1521 0.6933 0.0 0.0 -0.2 0.163
H 3.1847 -0.5976 -0.9602 -0.1 -0.1 0.0 0.164
H 2.7595 -2.3057 -0.6700 0.0 0.2 0.0 0.193
H 0.9539 0.9048 -1.2431 0.0 -0.1 0.1 0.168
H 1.4052 0.7135 0.4677 -0.1 -0.1 -0.1 0.165
H -0.4195 2.2457 1.0853 -0.1 -0.1 -0.1 0.206
H -2.0991 1.8616 0.6747 0.1 0.0 -0.1 0.213
H -0.9781 2.3822 -0.5945 0.0 -0.1 0.1 0.208
H -1.2570 -1.3015 -1.2446 -0.1 0.1 0.0 0.223
H -1.4735 0.3083 -1.9576 0.0 -0.1 0.1 0.205
H -2.6109 -0.2736 -0.7275 0.2 0.0 0.0 0.206
H -0.5516 -1.5327 1.1869 -0.1 0.1 0.1 0.222
H -1.8833 -0.4755 1.7075 0.1 0.0 -0.1 0.207
H -0.2115 -0.0912 2.1657 -0.1 0.0 -0.1 0.202
```
Forces are in eV/Å.

* SMILES string: COCC(C)(C)C
* total charge: 0
* gap between HOMO and LUMO: 10.68 eV
* E_HOMO: -0.35839 Ha
* multiplicity: 1


(6)
Formula: C6H14O
Source: the Open Molecules 2025 dataset
Level of theory: ωB97M-V/def2-TZVPD

```
21
Properties=species:S:1:pos:R:3:forces:R:3:nbo_charge:R:1
C 2.1413 -1.4852 -0.0432 0.4 0.1 -0.4 -0.255
O 1.4100 -0.6515 -0.9764 -0.2 -0.4 0.3 -0.564
C 0.7730 0.5973 -0.6971 -0.1 0.0 0.2 -0.049
C -0.5905 0.4230 -0.0007 0.0 0.0 0.0 -0.084
C -1.1297 1.7954 0.3965 0.0 0.1 0.0 -0.603
C -1.5435 -0.2793 -0.9754 0.0 0.0 0.0 -0.606
C -0.3367 -0.4533 1.2230 -0.1 0.0 0.2 -0.619
H 1.7088 -1.9231 0.8846 -0.1 0.5 -0.8 0.171
H 3.0501 -0.9834 0.2893 0.2 0.0 -0.2 0.175
H 2.3433 -2.3594 -0.6520 0.5 0.0 -0.1 0.200
H 0.5747 1.0692 -1.6752 0.4 -0.3 0.2 0.189
H 1.4185 1.2921 -0.1319 0.0 -0.3 0.0 0.167
H -0.4707 2.2691 1.1351 -0.1 -0.1 -0.1 0.205
H -2.1269 1.7115 0.8442 0.1 0.0 -0.1 0.214
H -1.2001 2.4617 -0.4719 0.0 -0.1 0.1 0.205
H -1.0817 -1.1915 -1.3685 -0.1 0.1 0.1 0.221
H -1.7826 0.3685 -1.8285 0.1 -0.1 0.1 0.203
H -2.4850 -0.5522 -0.4841 0.1 0.1 0.0 0.206
H 0.5119 -1.0524 0.9776 -0.5 0.0 0.4 0.212
H -1.1241 -1.1747 1.4411 -0.3 0.3 0.2 0.209
H -0.0603 0.1183 2.1138 -0.3 0.0 0.0 0.204
```
Forces are in eV/Å.

* SMILES string: COCC(C)(C)C
* total charge: 0
* gap between HOMO and LUMO: 10.56 eV
* E_HOMO: -0.35461 Ha
* multiplicity: 1


(7)
Formula: C6H14O
Source: the Open Molecules 2025 dataset
Level of theory: ωB97M-V/def2-TZVPD

```
21
Properties=species:S:1:pos:R:3:forces:R:3:nbo_charge:R:1
C -3.4168 -0.0979 -0.5101 -0.1 0.0 0.0 -0.601
C -2.2563 -0.3418 0.4394 0.0 -0.1 0.1 -0.390
C -0.9297 -0.1290 -0.2612 0.0 0.0 0.0 -0.389
C 0.2707 -0.3330 0.6521 0.1 0.3 -0.1 -0.415
C 1.5310 -0.0138 -0.1344 -0.2 0.1 -0.2 -0.051
O 2.5677 0.2986 0.7603 0.0 -0.1 0.0 -0.539
C 3.7786 0.5941 0.1171 0.3 0.1 -0.1 -0.247
H -4.3782 -0.2445 -0.0109 0.0 0.0 -0.1 0.209
H -3.3505 -0.7796 -1.3666 -0.1 0.1 0.1 0.200
H -3.3790 0.9274 -0.8989 -0.1 -0.2 0.1 0.200
H -2.3217 0.3392 1.2995 0.0 -0.1 -0.1 0.195
H -2.2888 -1.3626 0.8400 -0.1 0.1 0.0 0.194
H -0.8595 -0.7849 -1.1444 0.0 0.0 0.2 0.193
H -0.9081 0.8968 -0.6600 0.0 -0.1 0.1 0.192
H 0.2723 -1.3452 1.1000 0.1 0.4 -0.3 0.204
H 0.2336 0.3940 1.4735 -0.1 -0.2 0.0 0.209
H 1.8144 -0.8749 -0.7712 0.0 0.3 0.0 0.161
H 1.3065 0.8711 -0.7926 0.3 -0.6 0.3 0.155
H 4.1217 -0.2427 -0.5174 -0.1 0.1 0.1 0.162
H 4.5109 0.7369 0.9237 -0.1 0.2 -0.5 0.195
H 3.6813 1.4918 -0.5380 0.2 -0.4 0.5 0.163
```
Forces are in eV/Å.

* SMILES string: CCCCCOC
* total charge: 0
* gap between HOMO and LUMO: 10.93 eV
* E_HOMO: -0.35977 Ha
* multiplicity: 1


(8)
Formula: C6H14O
Source: the Open Molecules 2025 dataset
Level of theory: ωB97M-V/def2-TZVPD

```
21
Properties=species:S:1:pos:R:3:forces:R:3:nbo_charge:R:1
C 2.2712 -2.6266 -0.2114 0.0 -0.1 0.0 -0.604
C 1.5626 -1.3485 -0.6534 0.1 0.1 -0.1 -0.390
C 0.3620 -0.9219 0.1891 0.0 0.0 0.0 -0.388
C -0.1763 0.4317 -0.2744 0.0 0.0 0.0 -0.389
C -1.3070 0.9753 0.5916 0.0 0.0 0.0 -0.411
C -1.7983 2.3303 0.1156 0.3 -0.2 -0.3 -0.050
O -2.8365 2.7511 0.9799 -0.2 0.3 0.0 -0.720
H 3.2706 -2.6611 -0.6573 -0.1 -0.1 0.1 0.208
H 1.7360 -3.5323 -0.5165 0.0 0.1 0.1 0.203
H 2.3963 -2.6587 0.8774 0.0 0.0 -0.1 0.201
H 2.2939 -0.5307 -0.6250 -0.1 0.0 0.0 0.191
H 1.2507 -1.4428 -1.7027 0.1 0.0 0.1 0.195
H -0.4393 -1.6741 0.1496 0.1 0.1 0.0 0.196
H 0.6675 -0.8530 1.2436 0.0 0.0 -0.1 0.193
H -0.5172 0.3474 -1.3172 0.0 0.0 0.1 0.194
H 0.6539 1.1539 -0.2856 -0.1 -0.1 0.0 0.192
H -2.1542 0.2780 0.5964 0.1 0.1 0.0 0.204
H -0.9708 1.0727 1.6319 0.0 0.0 -0.1 0.203
H -0.9613 3.0488 0.1190 -0.1 -0.1 0.0 0.152
H -2.1540 2.2503 -0.9255 0.0 0.0 0.2 0.152
H -3.1496 3.6103 0.6750 0.0 -0.1 0.1 0.467
```
Forces are in eV/Å.

* SMILES string: CCCCCCO
* total charge: 0
* gap between HOMO and LUMO: 11.31 eV
* E_HOMO: -0.37851 Ha
* multiplicity: 1


(9)
Formula: C6H14O
Source: the Open Molecules 2025 dataset
Level of theory: ωB97M-V/def2-TZVPD

```
21
Properties=species:S:1:pos:R:3:forces:R:3:nbo_charge:R:1
C 0.7476 2.5662 1.3668 0.3 0.7 0.8 -0.604
C 0.6685 1.3491 0.5197 -1.1 -2.0 -1.8 -0.450
C -0.5930 0.5259 0.8156 0.5 0.2 0.1 -0.186
C -1.0276 -0.5864 0.1968 -0.7 1.3 0.5 0.012
C -2.2214 -1.2900 0.7836 0.1 -0.4 0.3 -0.628
C -0.5056 -1.1438 -1.0980 0.3 0.4 -0.1 -0.652
H -0.0429 3.2688 1.0538 0.3 -0.2 0.3 0.208
H 1.7221 3.0777 1.2935 -0.4 -0.2 0.0 0.213
H 0.5745 2.2884 2.4201 0.1 0.3 -0.2 0.200
H 0.5638 1.6370 -0.5440 0.5 -0.1 0.3 0.206
H 1.4677 0.5859 0.5848 0.2 0.9 0.1 0.214
H -1.0936 0.9405 1.7005 -0.3 -0.7 -0.2 0.184
H -1.8312 -2.2453 1.1731 -0.5 0.0 0.0 0.207
H -3.0149 -1.5074 0.0489 0.3 0.1 0.2 0.205
H -2.6626 -0.7228 1.6204 0.2 -0.3 -0.3 0.214
H 0.0651 -0.3686 -1.6365 -0.1 -0.5 0.1 0.231
H -1.3591 -1.4516 -1.7252 0.4 0.0 0.2 0.215
H 0.1491 -2.0176 -0.9414 -0.2 0.2 -0.1 0.207
O 2.5525 -1.3259 -2.6147 0.8 -0.9 0.2 -0.940
H 2.3087 -2.2316 -2.3174 0.3 1.0 -0.3 0.470
H 3.5325 -1.3484 -2.7005 -1.1 0.0 0.1 0.472
```
Forces are in eV/Å.

* SMILES string: CCC=C(C)C.O
* total charge: 0
* gap between HOMO and LUMO: 9.34 eV
* E_HOMO: -0.31514 Ha
* multiplicity: 1


(10)
Formula: C6H14O2
Source: the Open Molecules 2025 dataset
Level of theory: ωB97M-V/def2-TZVPD

```
22
Properties=species:S:1:pos:R:3:forces:R:3:nbo_charge:R:1
C -1.1309 -0.0010 -0.2962 0.5 -0.5 -0.5 -0.492
C -1.5390 -1.1655 0.5922 0.0 0.1 -0.1 -0.625
C -1.7678 1.3118 0.1438 0.2 0.0 0.0 -0.613
H -1.4218 -0.1873 -1.3403 -0.2 0.0 0.0 0.220
H 0.1049 -0.3671 -0.7047 -1.2 0.8 0.6 0.422
H -1.2014 -2.1227 0.1906 0.0 0.0 0.0 0.207
H -1.1049 -1.0457 1.5876 0.0 0.0 0.0 0.219
H -1.5133 2.1387 -0.5201 0.0 0.0 0.0 0.206
H -2.6259 -1.2176 0.7026 0.0 0.0 0.0 0.207
H -2.8579 1.2208 0.1492 0.0 0.0 0.0 0.212
H -1.4648 1.5737 1.1601 0.0 0.0 0.0 0.207
C 1.8412 -1.8755 -0.3361 -0.1 0.1 0.0 -0.264
C 1.2822 1.8266 -0.3150 -0.4 0.0 -0.1 -0.719
C 0.9166 0.5390 0.3502 1.2 -0.9 0.1 0.797
O 1.3968 -0.6356 -0.8668 0.3 0.4 0.7 -0.691
O 1.0279 0.2138 1.4870 -0.4 0.1 -0.8 -0.575
H 1.7793 -1.8786 0.7579 0.0 0.0 0.0 0.192
H 1.2225 -2.6918 -0.7199 0.0 0.0 0.0 0.174
H 2.8798 -2.0416 -0.6301 0.0 0.0 0.0 0.181
H 2.3692 1.9073 -0.2757 0.0 -0.1 0.0 0.255
H 0.8431 2.6563 0.2369 0.0 0.0 0.0 0.239
H 0.9643 1.8418 -1.3533 0.0 0.0 0.0 0.242
```
Forces are in eV/Å.

* total charge: 0
* gap between HOMO and LUMO: 9.55 eV
* E_HOMO: -0.31770 Ha
* multiplicity: 1


(11)
Formula: C6H14O2
Source: the Open Molecules 2025 dataset
Level of theory: ωB97M-V/def2-TZVPD

```
22
Properties=species:S:1:pos:R:3:forces:R:3:nbo_charge:R:1
C -2.0759 -0.1623 -0.0241 1.7 0.7 -0.2 -0.387
C -1.3860 0.4955 0.9363 -2.0 -0.4 -0.6 -0.202
C 0.0688 0.5099 1.1279 0.5 -0.9 1.6 -0.071
C 0.6036 1.4572 2.2116 -0.3 -0.2 -1.5 -0.635
C 0.8535 -0.4915 0.6789 -0.4 1.1 -0.6 -0.143
C 2.3312 -0.6874 0.8068 -0.8 -1.2 1.2 -0.662
H -1.4476 -0.6994 -0.7071 0.0 -0.3 -0.2 0.148
H -3.0764 -0.0765 -0.4247 -0.3 0.1 1.0 0.221
H -1.9857 1.0460 1.6568 0.2 0.3 0.0 0.204
H 0.1972 2.4622 2.0844 0.2 0.1 0.0 0.214
H 0.3240 1.1284 3.2128 0.2 -0.2 -0.1 0.221
H 1.6757 1.4255 2.0408 0.1 0.6 0.7 0.213
H 0.3466 -1.2573 0.1141 0.1 -0.3 -0.2 0.195
H 2.4015 -1.5196 1.5224 0.2 -0.1 0.0 0.229
H 2.7380 -1.1220 -0.1052 0.3 0.6 -0.1 0.234
H 2.8840 0.1017 1.3105 0.1 0.2 -0.7 0.219
O -0.1960 1.2036 -2.1554 -1.1 0.1 -0.6 -0.946
H 0.3940 1.1742 -1.4174 0.7 0.0 0.8 0.472
H -1.0663 1.3327 -1.7357 0.5 -0.1 -0.3 0.476
O -0.5163 -2.1765 -2.5490 0.7 0.0 -0.6 -0.928
H -0.6179 -1.5055 -1.8807 -0.2 0.3 0.3 0.457
H 0.1807 -1.7643 -3.0878 -0.3 -0.4 0.0 0.471
```
Forces are in eV/Å.

* SMILES string: C=C/C(C)=C/C.O.O
* total charge: 0
* gap between HOMO and LUMO: 9.39 eV
* E_HOMO: -0.32629 Ha
* multiplicity: 1


(12)
Formula: C6H14O2
Source: the Open Molecules 2025 dataset
Level of theory: ωB97M-V/def2-TZVPD

```
22
Properties=species:S:1:pos:R:3:forces:R:3:mulliken_spin:R:1
C 1.7688 -0.3038 -0.1630 1.0 -0.4 -0.4 0.025
O 2.0367 0.8581 -0.9372 0.0 -0.1 0.3 0.004
C 1.5737 -0.0772 1.3250 -1.2 0.7 0.3 0.031
C 0.2853 0.7716 1.5574 -1.1 -0.3 0.1 0.067
C -0.9156 0.3408 0.8005 1.9 0.0 0.7 0.307
C -1.4817 1.2180 -0.0827 -1.9 -0.1 -3.0 0.362
C -2.3553 0.7850 -1.2301 -1.4 1.1 1.0 0.040
H 2.6618 -0.9261 -0.3024 -0.3 -0.1 0.0 0.002
H 0.9175 -0.8278 -0.6018 0.0 -0.1 0.2 -0.005
H 1.6090 1.6023 -0.5247 -0.1 0.6 0.0 0.000
H 2.3594 0.5264 1.7815 0.3 -0.4 -0.1 -0.002
H 1.3963 -0.9962 1.8852 0.5 -0.2 -0.3 -0.001
H 0.4493 1.8368 1.4334 0.0 0.2 -0.1 -0.008
H -0.0638 0.6362 2.6036 0.4 0.0 0.1 0.081
H -1.2486 -0.6933 0.7734 0.0 0.0 0.4 0.030
H -1.2313 2.2647 -0.2362 0.4 0.0 0.9 0.001
H -3.0491 1.6272 -1.4103 0.6 0.1 -0.4 0.025
H -1.7425 0.6432 -2.1090 0.3 0.1 -0.5 0.040
H -3.0924 -0.0187 -1.1621 0.8 -0.6 0.6 0.003
H 0.6466 -3.5202 -1.4951 -0.7 -0.1 -0.1 0.000
H -0.7315 -2.8720 -0.9750 -1.0 -0.8 -0.6 0.000
O 0.2072 -2.8750 -0.9303 1.5 0.6 0.6 0.000
```
Forces are in eV/Å.

* total charge: +1
* gap between HOMO and LUMO (alpha / beta): 9.34 / 5.39 eV
* E_HOMO (alpha / beta): -0.51050 / -0.51008 Ha
* multiplicity: 2


The following energy values (in eV) correspond, in order, to the records above: -8496.5245; -8496.0230; -8496.4608; -8493.4385; -8496.3115; -8495.2799; -8496.0813; -8496.5165; -8495.7997; -10540.8273; -10542.3185; -10533.7643.
The following energy above the lowest of the compared OMol25 structures with the same formula, charge and spin values (in kcal/mol) correspond, in order, to the records above: 8.48; 20.05; 9.95; 79.65; 13.39; 37.18; 18.70; 8.67; 25.20; 87.38; 52.99; 32.35.